A gas-phase ion, NO4S2 (charge -1). Source: the Open Molecules 2025 dataset; level of theory: ωB97M-V/def2-TZVPD.

Properties
structure (SMILES): O=[N+]([O-])S(=O)(=O)[S-]
frontier orbital gap: 8.34 eV
net charge: -1

The geometry in XYZ format:
```
7
Properties=species:S:1:pos:R:3:forces:R:3:mulliken_charge:R:1
O 0.656 0.656 1.668 0.8 0.4 -0.6 -0.51
N 0.908 0.440 0.495 0.2 -1.4 1.0 0.73
O 2.020 0.300 0.007 -1.1 0.6 0.2 -0.55
S -0.730 -0.122 -0.423 -0.8 -1.4 0.5 0.83
O -1.698 0.563 0.431 0.9 -1.2 -0.9 -0.53
O -0.527 0.387 -1.741 0.1 0.5 -0.6 -0.53
S -0.629 -2.224 -0.437 -0.2 2.5 0.5 -0.44
```
Positions in Å, forces in eV/Å.

---

A gas-phase ion, NO5S (charge -1). Source: the Open Molecules 2025 dataset; level of theory: ωB97M-V/def2-TZVPD.

Properties
frontier orbital gap: 8.59 eV
net charge: -1

The geometry in XYZ format:
```
7
Properties=species:S:1:pos:R:3:forces:R:3:mulliken_charge:R:1
N -0.674 -0.915 -0.715 3.5 0.5 2.3 0.94
O -1.079 -0.747 -1.803 -0.4 0.6 -1.4 -0.49
O -0.341 1.353 1.356 0.1 -0.3 0.1 -0.54
O -1.108 -1.617 0.151 0.1 0.4 0.0 -0.47
O 2.093 1.570 1.112 -0.2 -0.9 -0.1 -0.53
O 0.774 -0.237 -0.399 -2.6 -2.0 -0.6 -0.46
S 0.796 1.450 0.444 -0.6 1.6 -0.2 0.56
```
Positions in Å, forces in eV/Å.

---

A gas-phase ion, NO7S2 (charge -1). Source: the Open Molecules 2025 dataset; level of theory: ωB97M-V/def2-TZVPD.

Properties
structure (SMILES): O=[N+]([O-])OS12([O-])=S(=O)(O1)O2
frontier orbital gap: 9.38 eV
net charge: -1

The geometry in XYZ format:
```
10
Properties=species:S:1:pos:R:3:forces:R:3:mulliken_charge:R:1
O 3.232 0.864 -0.014 1.3 0.1 0.1 -0.70
N 2.080 0.498 0.037 0.2 0.7 -0.2 1.22
O 1.158 1.183 -0.386 -0.3 1.5 -0.5 -0.62
O 1.790 -0.629 0.518 0.0 -1.2 1.0 -0.61
S -0.143 -0.829 -0.336 0.7 -1.2 -1.0 0.82
O -0.386 -2.209 -0.058 -0.3 -0.4 0.5 -0.54
S -1.993 0.793 -0.036 -0.7 0.6 -0.1 0.64
O -3.275 0.503 0.574 0.3 -0.2 0.0 -0.54
O -0.789 0.058 0.908 -0.5 -0.4 -0.6 -0.26
O -1.674 -0.232 -1.207 -0.6 0.5 0.9 -0.40
```
Positions in Å, forces in eV/Å.

---

NOP in the gas phase. Source: the Open Molecules 2025 dataset; level of theory: ωB97M-V/def2-TZVPD.

Properties
structure (SMILES): N1=PO1
frontier orbital gap: 8.37 eV

The geometry in XYZ format:
```
3
Properties=species:S:1:pos:R:3:forces:R:3:mulliken_charge:R:1
N -0.334 -0.668 -0.325 -0.7 -1.5 -0.7 -0.16
P 0.967 -0.020 0.188 -0.1 0.9 0.3 0.42
O -0.633 0.688 0.137 0.8 0.6 0.4 -0.25
```
Positions in Å, forces in eV/Å.

---

2 unconnected molecules or ions with the total composition NS5. Source: the Open Molecules 2025 dataset; level of theory: ωB97M-V/def2-TZVPD.

Properties
frontier orbital gap (spin up / spin down): 5.56 / 5.84 eV
net charge: -1

The geometry in XYZ format:
```
6
Properties=species:S:1:pos:R:3:forces:R:3:mulliken_charge:R:1
N 0.296 -0.312 0.516 -0.5 -0.8 2.0 -0.32
S -0.531 -1.254 2.641 0.5 0.4 -1.3 -0.31
S 0.713 -1.217 -0.726 0.2 -0.1 -0.4 0.15
S -0.363 1.140 0.745 -0.2 0.6 -0.4 0.25
S -0.089 -0.704 -2.427 -0.1 0.0 0.0 -0.38
S -0.027 2.347 -0.749 0.1 0.0 0.1 -0.38
```
Positions in Å, forces in eV/Å.

---

O2Si in the gas phase. Source: the Open Molecules 2025 dataset; level of theory: ωB97M-V/def2-TZVPD.

Properties
structure (SMILES): O=[Si]=O
frontier orbital gap: 6.81 eV

The geometry in XYZ format:
```
3
Properties=species:S:1:pos:R:3:forces:R:3:mulliken_charge:R:1
O 0.476 -0.209 1.161 3.0 -1.2 -0.3 -0.29
Si 0.463 -0.181 -0.400 -3.8 1.5 3.4 0.58
O -0.939 0.390 -0.761 0.8 -0.3 -3.1 -0.29
```
Positions in Å, forces in eV/Å.

---

O3S2 in the gas phase. Source: the Open Molecules 2025 dataset; level of theory: ωB97M-V/def2-TZVPD.

Properties
structure (SMILES): O=S1(=O)OS1
frontier orbital gap: 8.24 eV

The geometry in XYZ format:
```
5
Properties=species:S:1:pos:R:3:forces:R:3:mulliken_charge:R:1
O -0.967 -1.182 -0.600 -0.2 0.5 -0.2 -0.44
S -0.415 -0.065 0.090 1.2 -1.3 1.3 0.96
O -0.699 0.160 1.477 0.0 0.2 -0.9 -0.44
O 1.311 -0.101 -0.156 1.1 -5.1 2.9 -0.23
S 0.769 1.188 -0.811 -2.0 5.7 -3.1 0.16
```
Positions in Å, forces in eV/Å.

---

A gas-phase ion, S2 (charge -1). Source: the Open Molecules 2025 dataset; level of theory: ωB97M-V/def2-TZVPD.

Properties
spin multiplicity: 2
<S²>: 0.7572
frontier orbital gap (spin up / spin down): 6.84 / 5.82 eV
net charge: -1

The geometry in XYZ format:
```
2
Properties=species:S:1:pos:R:3:forces:R:3:mulliken_charge:R:1
S -0.747 0.963 0.283 2.4 -3.1 -0.9 -0.50
S 0.747 -0.963 -0.283 -2.4 3.1 0.9 -0.50
```
Positions in Å, forces in eV/Å.

---

A gas-phase ion, S2 (charge -1). Source: the Open Molecules 2025 dataset; level of theory: ωB97M-V/def2-TZVPD.

Properties
spin multiplicity: 2
<S²>: 0.7571
frontier orbital gap (spin up / spin down): 6.82 / 5.83 eV
net charge: -1

The geometry in XYZ format:
```
2
Properties=species:S:1:pos:R:3:forces:R:3:mulliken_charge:R:1
S 0.000 0.000 1.236 0.0 0.0 -4.0 -0.50
S 0.000 0.000 -1.236 0.0 0.0 4.0 -0.50
```
Positions in Å, forces in eV/Å.

---

2 unconnected molecules or ions with the total composition S2. Source: the Open Molecules 2025 dataset; level of theory: ωB97M-V/def2-TZVPD.

Properties
frontier orbital gap: 4.48 eV

The geometry in XYZ format:
```
2
Properties=species:S:1:pos:R:3:forces:R:3:mulliken_charge:R:1
S 0.558 1.514 0.391 -1.1 -3.1 -0.8 0.00
S -0.558 -1.514 -0.391 1.1 3.1 0.8 0.00
```
Positions in Å, forces in eV/Å.

---

S2 in the gas phase. Source: the Open Molecules 2025 dataset; level of theory: ωB97M-V/def2-TZVPD.

Properties
frontier orbital gap: 5.75 eV

The geometry in XYZ format:
```
2
Properties=species:S:1:pos:R:3:forces:R:3:mulliken_charge:R:1
S 0.000 0.000 0.964 0.0 0.0 -1.4 0.00
S 0.000 0.000 -0.964 0.0 0.0 1.4 0.00
```
Positions in Å, forces in eV/Å.

---

Computed energy relative to the best compared isomer or geometry (same formula, charge and spin), in the same sequence as the records: 50.2; 48.4; 48.8; 31.9; 31.3; 64.2; 37.7; 33.5; 30.7; 154.0; 0.8 kcal per mole.